(1)
Entry from the Open Molecules 2025 dataset: 2 unconnected molecules or ions with the total composition CH3FO2 (the ωB97M-V functional and the def2-TZVPD basis).

SMILES string: O=CF.O
Spin multiplicity: 1
Orbital gap: 0.4241 hartree
Net charge: 0
Lowest unoccupied orbital energy: 0.027 Ha

Each atom is followed by the atoms it is bonded to, with distances in Å.
Geometry (Å):
1 O -0.466 0.138 -0.202  C2 1.178
2 C -1.232 0.855 0.335  O1 1.178, F3 1.325, H4 1.080
3 F -1.384 0.885 1.651  C2 1.325
4 H -1.958 1.537 -0.081  C2 1.080
5 O 2.036 -0.917 -0.502  H6 0.978, H7 0.980
6 H 1.099 -0.649 -0.426  O5 0.978
7 H 1.904 -1.849 -0.775  O5 0.980

(2)
Entry from the Open Molecules 2025 dataset: 2 unconnected molecules or ions with the total composition CH3FO2 (the ωB97M-V functional and the def2-TZVPD basis).

SMILES string: O=CO.F
Spin multiplicity: 1
Orbital gap: 0.4613 hartree
Net charge: 0
Lowest unoccupied orbital energy: 0.026 Ha

Each atom is followed by the atoms it is bonded to, with distances in Å.
Geometry (Å):
1 O -1.002 0.508 -0.352  C2 1.214
2 C 0.068 0.863 0.098  O1 1.214, O3 1.284, H4 1.091
3 O 1.066 0.152 0.484  C2 1.284, H5 1.064
4 H 0.157 1.949 0.045  C2 1.091
5 H 1.120 -0.850 0.129  O3 1.064
6 F -0.515 -1.769 -0.205  H7 0.991
7 H -0.894 -0.853 -0.199  F6 0.991

Most stable structure, least stable structure: (2), (1).

(1)
Entry from the Open Molecules 2025 dataset: 5 unconnected molecules or ions with the total composition C7H19N3 (the ωB97M-V functional and the def2-TZVPD basis).

Spin multiplicity: 1
Orbital gap: 0.3491 hartree
Net charge: 0
Lowest unoccupied orbital energy: 0.022 Ha

Each atom is followed by the atoms it is bonded to, with distances in Å.
Geometry (Å):
1 C -0.667 -0.418 1.958  C2 1.531, C3 1.539, C4 1.532, N5 1.473
2 C -1.811 -0.839 1.031  C1 1.531, H8 1.090, H9 1.092, H10 1.089
3 C 0.543 -1.341 1.734  C1 1.539, H11 1.090, H13 1.092, H14 1.093
4 C -0.264 1.030 1.660  C1 1.532, H12 1.092, H15 1.090, H16 1.089
5 N -1.169 -0.465 3.342  C1 1.473, H6 1.015, H7 1.016
6 H -1.458 -1.410 3.575  N5 1.015
7 H -0.429 -0.213 3.990  N5 1.016
8 H -2.678 -0.199 1.191  C2 1.090
9 H -2.109 -1.870 1.234  C2 1.092
10 H -1.494 -0.771 -0.009  C2 1.089
11 H 0.896 -1.270 0.705  C3 1.090
12 H 0.543 1.350 2.322  C4 1.092
13 H 0.275 -2.379 1.946  C3 1.092
14 H 1.364 -1.064 2.400  C3 1.093
15 H -1.114 1.696 1.812  C4 1.090
16 H 0.086 1.115 0.633  C4 1.089
17 C -0.477 1.076 -2.344  N19 1.298, H22 1.087, H27 1.099
18 C 0.346 -1.046 -2.971  N19 1.444, H24 1.099, H25 1.094, H26 1.089
19 N -0.084 -0.102 -1.967  C17 1.298, C18 1.444
20 C 2.510 1.311 -1.239  N21 1.173, H29 1.074
21 N 2.236 0.174 -1.153  C20 1.173
22 H -1.150 1.579 -1.655  C17 1.087
23 H 0.653 2.277 -2.189  no bonds
24 H 0.656 -0.591 -3.922  C18 1.099
25 H -0.468 -1.751 -3.167  C18 1.094
26 H 1.176 -1.627 -2.573  C18 1.089
27 H -0.688 1.272 -3.405  C17 1.099
28 H 1.482 2.474 -1.952  no bonds
29 H 3.293 2.002 -0.989  C20 1.074

(2)
Entry from the Open Molecules 2025 dataset: 2 unconnected molecules or ions with the total composition C7H19N3 (the ωB97M-V functional and the def2-TZVPD basis).

SMILES string: CC(C)(C)C.CN=C(N)N
Spin multiplicity: 1
Orbital gap: 0.3357 hartree
Net charge: 0
Lowest unoccupied orbital energy: 0.026 Ha

Each atom is followed by the atoms it is bonded to, with distances in Å.
Geometry (Å):
1 C 0.668 -0.567 -1.434  C2 1.502, H6 1.089, H7 1.195, H8 1.086
2 C 1.520 0.185 -0.452  C1 1.502, C3 1.678, C4 1.528, C5 1.527
3 C 0.776 0.408 1.035  C2 1.678, H9 1.089, H10 1.087, H11 1.089
4 C 2.801 -0.591 -0.155  C2 1.528, H12 1.092, H13 1.089, H14 1.090
5 C 1.848 1.587 -0.962  C2 1.527, H15 1.090, H16 1.089, H17 1.088
6 H 0.932 -1.622 -1.495  C1 1.089
7 H -0.468 -0.639 -1.071  C1 1.195
8 H 0.720 -0.161 -2.440  C1 1.086
9 H 1.545 0.749 1.727  C3 1.089
10 H 0.017 1.184 0.982  C3 1.087
11 H 0.372 -0.529 1.416  C3 1.089
12 H 3.364 -0.761 -1.075  C4 1.092
13 H 3.433 -0.049 0.546  C4 1.089
14 H 2.568 -1.563 0.280  C4 1.090
15 H 2.482 1.533 -1.847  C5 1.090
16 H 0.939 2.122 -1.231  C5 1.089
17 H 2.368 2.164 -0.200  C5 1.088
18 C -2.121 -2.092 0.511  N19 1.442, H23 1.094, H24 1.098, H25 1.089
19 N -1.945 -0.876 -0.242  C18 1.442, C20 1.285
20 C -2.208 0.268 0.282  N19 1.285, N21 1.375, N22 1.375
21 N -2.569 0.493 1.589  C20 1.375, H26 1.006, H27 1.006
22 N -2.157 1.379 -0.526  C20 1.375, H28 1.008, H29 1.008
23 H -3.149 -2.220 0.864  C18 1.094
24 H -1.449 -2.139 1.378  C18 1.098
25 H -1.875 -2.921 -0.151  C18 1.089
26 H -2.493 1.432 1.942  N21 1.006
27 H -2.317 -0.222 2.251  N21 1.006
28 H -1.737 1.205 -1.426  N22 1.008
29 H -1.864 2.243 -0.097  N22 1.008

Most stable structure, least stable structure: (2), (1).

(1)
Entry from the Open Molecules 2025 dataset: a gas-phase ion, C4H9N4O (charge +1) (the ωB97M-V functional and the def2-TZVPD basis).

SMILES string: C/[N+](N)=C/N=C\C(N)=O
Spin multiplicity: 1
Orbital gap: 0.3204 hartree
Net charge: +1
Lowest unoccupied orbital energy: -0.168 Ha

Each atom is followed by the atoms it is bonded to, with distances in Å.
Geometry (Å):
1 C -3.024 -0.085 0.413  N2 1.457, H10 1.092, H11 1.146, H12 1.187
2 N -1.664 0.097 -0.077  C1 1.457, N3 1.408, C4 1.339
3 N -1.251 -0.777 -1.100  N2 1.408, H13 1.092, H14 1.073
4 C -0.633 0.797 0.413  N2 1.339, N5 1.322, H15 1.140
5 N 0.406 1.242 -0.275  C4 1.322, C6 1.284
6 C 1.626 0.922 -0.511  N5 1.284, C7 1.578, H16 1.099
7 C 2.338 -0.353 0.088  C6 1.578, N8 1.347, O9 1.207
8 N 3.659 -0.185 0.285  C7 1.347, H17 1.098, H18 0.963
9 O 1.620 -1.287 0.349  C7 1.207
10 H -3.351 0.718 1.077  C1 1.092
11 H -3.682 -0.209 -0.517  C1 1.146
12 H -3.278 -1.079 1.009  C1 1.187
13 H -2.094 -1.460 -1.230  N3 1.092
14 H -0.306 -1.271 -0.978  N3 1.073
15 H -1.005 1.391 1.312  C4 1.140
16 H 2.249 1.677 -1.010  C6 1.099
17 H 4.194 0.756 0.099  N8 1.098
18 H 4.197 -0.893 0.653  N8 0.963

(2)
Entry from the Open Molecules 2025 dataset: a gas-phase ion, C4H9N4O (charge +1) (the ωB97M-V functional and the def2-TZVPD basis).

SMILES string: CN/[NH+]=C\N=C/C(N)=O
Spin multiplicity: 1
Orbital gap: 0.3121 hartree
Net charge: +1
Lowest unoccupied orbital energy: -0.184 Ha

Each atom is followed by the atoms it is bonded to, with distances in Å.
Geometry (Å):
1 C -2.365 1.002 0.291  N2 1.438, H10 1.128, H11 1.132, H12 1.120
2 N -1.156 0.350 -0.132  C1 1.438, N3 1.353, H13 1.058
3 N -1.346 -0.846 -0.734  N2 1.353, C4 1.351, H14 0.972
4 C -0.476 -1.833 -0.428  N3 1.351, N5 1.305, H15 1.119
5 N 0.462 -1.564 0.440  C4 1.305, C6 1.268
6 C 1.164 -0.554 0.745  N5 1.268, C7 1.459, H16 1.101
7 C 1.897 0.289 -0.193  C6 1.459, N8 1.340, O9 1.219
8 N 3.163 0.577 0.142  C7 1.340, H17 1.066, H18 1.013
9 O 1.400 0.570 -1.270  C7 1.219
10 H -2.722 0.581 1.275  C1 1.128
11 H -2.145 2.060 0.627  C1 1.132
12 H -3.224 1.084 -0.424  C1 1.120
13 H -0.392 0.895 -0.623  N2 1.058
14 H -2.286 -0.938 -0.964  N3 0.972
15 H -0.437 -2.733 -1.091  C4 1.119
16 H 1.309 -0.285 1.803  C6 1.101
17 H 3.427 0.435 1.165  N8 1.066
18 H 3.729 0.910 -0.630  N8 1.013

Most stable structure, least stable structure: (2), (1).